Below is a single C3H3BrF5N molecule, with properties calculated with the ωB97M-V functional and the def2-TZVPD basis.

Output
ΔE to the lowest compared entry with this formula, charge and spin = 19.2 kcal/mol
highest occupied orbital energy (spin up / spin down) = -0.377 / -0.377 hartree
HOMO-LUMO gap (spin up / spin down) = 9.3 / 9.3 eV
structure (SMILES) = CN(C(F)(F)F)C(F)(F)Br
energy = -88278.829 eV

Atoms and positions in Å:
Br  2.45  2.19  0.89
F  0.46  1.83  3.02
F  -1.05  2.83  0.91
F  -2.19  1.33  0.08
C  0.65  0.99  1.98
H  -1.03  -0.55  -0.37
H  0.76  0.03  -0.42
C  -1.50  1.64  1.15
N  -0.47  0.62  1.27
F  -2.28  1.65  2.24
C  -0.11  -0.40  0.26
F  1.24  -0.08  2.56
H  0.21  -1.34  0.79

Below is a gas-phase ion, C7H7O2 (charge -1), with properties calculated with the ωB97M-V functional and the def2-TZVPD basis.

Output
ΔE to the lowest compared entry with this formula, charge and spin = 92.2 kcal/mol
highest occupied orbital energy = -0.108 hartree
HOMO-LUMO gap = 6.8 eV
energy = -11464.763 eV
net charge = -1

Atoms and positions in Å:
H  -0.06  -1.80  2.38
H  0.88  -0.52  1.38
H  1.69  1.56  -0.25
C  1.73  -1.84  -0.79
C  0.00  1.43  -1.70
O  0.89  -4.97  0.60
H  -0.75  2.08  -1.19
O  2.34  -2.61  -1.52
C  0.30  -1.39  1.39
H  -0.53  0.56  -2.25
H  0.45  2.10  -2.53
H  -0.61  -1.09  0.85
C  0.85  -3.77  0.61
C  0.92  -2.49  0.59
C  1.10  0.78  -0.86
C  1.47  -0.51  -0.72

Below is a molecular structure, C6H9I2OSr, with properties calculated with the ωB97M-V functional and the def2-TZVPD basis.

Output
ΔE to the lowest compared entry with this formula, charge and spin = 0.0 kcal/mol
highest occupied orbital energy = -0.390 hartree
HOMO-LUMO gap = 5.1 eV
energy = -25441.606 eV
net charge = +1

Atoms and positions in Å:
H  -2.13  0.53  -1.00
H  -2.93  -0.86  -0.29
I  2.04  -1.79  2.39
H  -0.67  0.97  2.23
C  -0.58  0.89  1.15
C  -2.43  0.07  -0.05
H  1.20  0.50  -1.14
I  2.11  -3.17  -1.07
Sr  2.06  2.24  -1.24
H  -0.28  -0.34  -1.52
H  1.48  1.05  1.74
C  0.94  0.70  0.86
C  1.34  -0.74  0.69
H  1.18  -0.61  -2.55
C  1.34  -1.30  -0.54
H  -3.15  0.70  0.45
C  0.79  -0.39  -1.55
O  -1.32  -0.24  0.75
H  -0.97  1.79  0.69

Question: Number 3 is which compound?
Answer: C6H9I2OSr